Record 1
Density functional theory data (ωB97M-V/def2-TZVPD) for a structure of composition C25H19BrClN6O5S3Ti.

Element x y z (Å)
Ti 8.00 8.61 15.01
O 6.27 6.74 18.47
C 6.66 7.51 17.59
N 6.88 7.29 16.30
C 6.76 5.89 15.81
C 7.43 5.70 14.47
C 7.23 4.54 13.83
C 7.82 4.36 12.59
C 8.69 5.33 12.10
C 8.84 6.50 12.80
N 8.24 6.65 13.98
C 6.94 9.01 17.89
C 6.69 9.58 19.11
C 6.78 10.94 19.25
C 7.23 11.70 18.19
C 7.59 11.04 17.00
N 7.44 9.73 16.86
H 7.18 5.19 16.51
H 5.73 5.56 15.71
H 6.67 3.76 14.33
H 7.68 3.43 12.00
H 9.17 5.14 11.15
H 9.47 7.30 12.44
H 6.33 8.95 19.89
H 6.51 11.44 20.19
H 7.36 12.77 18.28
H 7.95 11.56 16.13
O 6.75 10.78 11.87
Cl 6.50 10.38 13.24
O 5.47 11.22 13.81
O 7.78 10.53 14.02
O 6.20 8.94 13.46
S 15.70 9.47 11.19
C 14.43 8.51 11.73
S 14.39 7.70 13.25
C 12.82 7.12 12.95
N 12.28 7.51 11.82
N 13.23 8.29 11.16
C 12.81 8.86 9.92
C 11.45 9.23 9.81
C 11.02 9.84 8.64
C 11.89 10.11 7.60
C 13.20 9.71 7.69
C 13.66 9.10 8.87
S 11.98 6.09 14.09
H 10.71 9.02 10.59
H 10.00 10.12 8.54
H 11.50 10.63 6.70
H 13.99 9.93 6.94
H 14.72 8.88 8.99
Br 11.10 10.30 14.19
C 11.23 9.03 15.61
C 12.51 8.90 16.15
C 12.60 8.04 17.26
C 11.48 7.45 17.80
C 10.28 7.64 17.14
N 10.14 8.40 16.03
H 13.35 9.38 15.76
H 13.54 7.89 17.74
H 11.51 6.77 18.66
H 9.40 7.10 17.43

Its expectation value of S² is 2.0051. The calculation puts the HOMO energy (alpha / beta) at -4.0585 / -4.5337 eV. Its molecular weight is 742.9 g/mol. For the frontier orbital gap (alpha / beta), the calculation gives 0.2360 / 0.2513 Ha. The spin multiplicity is 3. Its energy above the lowest of the compared OMol25 structures with the same formula, charge and spin is 0.0 kJ/mol. Its charge is -1.

***

Record 2
Density functional theory data (ωB97M-V/def2-TZVPD) for a structure of composition C19H30BMgN4OS10.

Element x y z (Å)
Mg 0.18 -0.11 -0.42
C 0.20 -0.19 3.59
C -0.20 1.27 3.80
S -0.28 2.26 2.27
C -1.87 3.09 2.51
C -3.10 2.18 2.54
S -3.16 1.03 1.14
C -3.45 -0.55 1.98
C -2.42 -1.01 3.01
S -0.73 -1.15 2.37
H 0.16 -0.70 4.55
H 1.23 -0.25 3.22
H 0.53 1.72 4.48
H -1.17 1.33 4.29
H -1.93 3.77 1.66
H -1.85 3.70 3.42
H -4.00 2.81 2.52
H -3.14 1.61 3.46
H -3.48 -1.26 1.15
H -4.44 -0.54 2.45
H -2.73 -1.99 3.37
H -2.41 -0.34 3.87
C -4.79 -0.07 -1.58
N -3.70 0.25 -2.48
C -3.80 1.09 -3.57
C -2.60 1.08 -4.18
N -1.76 0.24 -3.47
B -0.36 -0.18 -3.99
N 0.83 0.57 -3.25
C 2.12 0.30 -3.65
C 2.95 1.13 -2.99
N 2.17 1.91 -2.17
C 2.64 2.88 -1.20
C 0.87 1.57 -2.34
S -0.42 2.24 -1.42
C -2.45 -0.26 -2.43
S -1.88 -1.33 -1.21
H -5.69 -0.26 -2.16
H -4.96 0.75 -0.88
H -4.52 -0.96 -1.02
H -4.71 1.61 -3.80
H -2.25 1.60 -5.04
H -0.31 0.14 -5.16
H -0.20 -1.36 -3.83
H 2.33 -0.48 -4.35
H 4.03 1.19 -2.99
H 3.72 2.75 -1.09
H 2.15 2.67 -0.25
H 2.42 3.89 -1.52
C 2.26 -5.02 1.73
S 3.12 -3.51 2.22
C 3.78 -2.96 0.69
C 3.11 -2.55 -0.41
S 1.41 -2.52 -0.71
S 4.17 -2.01 -1.70
C 5.70 -2.20 -0.93
S 7.15 -1.79 -1.62
S 5.53 -2.86 0.65
H 1.72 -5.36 2.61
H 2.96 -5.79 1.42
H 1.56 -4.80 0.93
C 2.77 0.34 1.20
O 1.60 0.53 0.51
H 2.82 -0.62 1.73
H 2.94 1.14 1.95
H 3.66 0.35 0.53

The calculation puts the HOMO energy at -4.2440 eV. Its molecular weight is 686.3 g/mol. For the frontier orbital gap, the calculation gives 0.2306 Ha. The spin multiplicity is 1. Its charge is -1.

***

Record 3
Density functional theory data (ωB97M-V/def2-TZVPD) for the molecule C6H5N.

Element x y z (Å)
C 0.60 1.73 0.04
C 1.20 0.71 -0.46
C 0.81 -0.64 -0.65
N 0.56 -1.50 0.50
C -0.61 -0.97 -0.22
C -1.29 0.17 0.33
C -1.78 1.22 0.79
H 2.21 1.17 -0.61
H 1.25 -1.15 -1.51
H 0.71 -0.98 1.37
H -1.20 -1.72 -0.74
H -2.45 1.96 1.18

The calculation puts the HOMO energy at -9.2066 eV. Its molecular weight is 91.1 g/mol. For the frontier orbital gap, the calculation gives 0.3606 Ha. The spin multiplicity is 1. Its energy above the lowest of the compared OMol25 structures with the same formula, charge and spin is 566.8 kJ/mol. Its charge is 0.

***

Record 4
Density functional theory data (ωB97M-V/def2-TZVPD) for the ion C6H11N3O with charge +2.

Element x y z (Å)
C 0.65 0.68 1.28
C -0.14 -0.60 0.87
C 2.04 -0.63 -0.04
C -1.20 1.21 -0.01
C -2.36 1.94 -0.47
C 0.65 -2.59 -0.68
N 1.90 0.48 0.71
N -0.11 1.70 0.63
N 0.98 -1.37 -0.06
O -1.20 -0.11 0.09
H 0.75 0.88 2.38
H -0.61 -1.21 1.65
H 2.98 -1.00 -0.54
H -3.09 1.40 -1.18
H -3.02 2.18 0.41
H -2.25 2.87 -1.08
H 0.64 -3.44 0.06
H -0.43 -2.56 -1.07
H 1.37 -2.91 -1.49
H 2.62 1.23 0.70
H -0.10 2.68 0.96

The calculation puts the HOMO energy at -18.7290 eV. The SMILES is CC1=[NH+][C@@H]2NC=[N+](C)[C@@H]2O1. Its molecular weight is 141.2 g/mol. For the frontier orbital gap, the calculation gives 0.3787 Ha. The spin multiplicity is 1. Its energy above the lowest of the compared OMol25 structures with the same formula, charge and spin is 0.0 kJ/mol. Its charge is +2.

***

- Which value of molecular weight does entry 2 give?
  686.3 g/mol

***

- Which value of molecular weight does entry 1 give?
  742.9 g/mol

***

- Among the records above, which one has the highest molecular weight?
  C25H19BrClN6O5S3Ti

***

- What is the formula in the third record?
  C6H5N